(1)
Formula: C22H20N4O4S
Source: OMol25
Level of theory: wB97M-V/def2-TZVPD

Values from the calculation:
HOMO-LUMO gap	0.2787	Eh
HOMO energy	-8.3663	eV
structure (SMILES)	Cc1ccc(S(=O)(=O)/C(C#N)=C/c2c(N3CCOCC3)nc3ccccn3c2=O)cc1

The geometry in ORCA input format:
```
! wB97M-V def2-TZVPD RIJCOSX def2/J DEFGRID3
* xyz 0 1
C -1.8992 -6.1796 -0.2355
C -1.9131 -4.8584 0.4684
C -3.0490 -4.0538 0.4169
C -3.0729 -2.8233 1.0465
C -1.9537 -2.4005 1.7376
C -0.8155 -3.1794 1.8043
C -0.7998 -4.4102 1.1715
H 0.0841 -5.0289 1.2245
H 0.0336 -2.8184 2.3640
S -1.9129 -0.7504 2.4351
O -3.2534 -0.2697 2.6154
O -1.0117 -0.7183 3.5548
C -1.1186 0.1299 1.0703
C 0.0331 0.7935 1.3003
C 0.8228 1.5062 0.3429
C 0.8923 1.2245 -1.0435
N 1.2563 2.1720 -1.9251
C 1.7304 3.3144 -1.5030
N 1.9822 3.5616 -0.1723
C 2.5874 4.7088 0.2300
C 2.9476 5.6710 -0.6555
C 2.6757 5.4762 -2.0278
C 2.0787 4.3250 -2.4380
H 1.8552 4.1229 -3.4720
H 2.9436 6.2415 -2.7394
H 3.4269 6.5718 -0.3117
H 2.7358 4.7800 1.2985
C 1.5144 2.6526 0.8484
O 1.7058 2.9462 2.0103
N 0.6312 0.0100 -1.5620
C 0.8294 -1.2391 -0.8647
H 1.0660 -1.0655 0.1835
H -0.0782 -1.8482 -0.9360
C 2.0012 -1.9906 -1.5218
O 1.7946 -2.1907 -2.8955
C 1.6367 -0.9593 -3.5657
H 1.4642 -1.2023 -4.6146
C 0.4577 -0.1723 -2.9885
H 0.3813 0.8063 -3.4575
H -0.4690 -0.7354 -3.1375
H 2.5559 -0.3608 -3.4741
H 2.1056 -2.9813 -1.0769
H 2.9292 -1.4183 -1.3605
H 0.3340 0.8874 2.3374
C -1.8042 -0.0243 -0.1263
N -2.4217 -0.1752 -1.0864
H -3.9418 -2.1853 1.0191
H -3.9181 -4.3965 -0.1246
H -1.9021 -6.0270 -1.3144
H -1.0165 -6.7554 0.0287
H -2.7858 -6.7566 0.0196
*
```

***

(2)
Formula: C2H10NO3
Source: OMol25
Level of theory: wB97M-V/def2-TZVPD

Values from the calculation:
HOMO-LUMO gap	0.2960	Eh
HOMO energy	-4.0054	eV

The geometry in ORCA input format:
```
! wB97M-V def2-TZVPD RIJCOSX def2/J DEFGRID3
* xyz -1 1
C -0.2604 1.0259 -0.6141
O -0.5551 0.8849 0.7453
C 1.0770 0.3156 -1.0632
N 1.3365 -1.0703 -0.7675
H -1.0166 0.6278 -1.3015
H -0.1394 2.0882 -0.8866
H 1.0477 0.4011 -2.1687
H 1.8926 0.9681 -0.7677
H 1.6124 -1.1274 0.2161
H 0.5459 -1.6761 -0.9460
H 0.2618 0.4563 1.3450
H 0.4073 -0.9927 2.2351
O 1.1013 -0.3646 2.0853
H -2.6173 -1.0549 0.0357
H -1.9674 0.0769 1.0013
O -2.7261 -0.5587 0.8514
*
```

***

(3)
Formula: C21H28BCsF5N8S
Source: OMol25
Level of theory: wB97M-V/def2-TZVPD

Values from the calculation:
HOMO-LUMO gap	0.2483	Eh
HOMO energy	-4.4879	eV

The geometry in ORCA input format:
```
! wB97M-V def2-TZVPD RIJCOSX def2/J DEFGRID3
* xyz -1 1
Cs 0.3264 -0.8362 -0.5949
C 0.1275 1.2392 -3.7922
C -0.1134 2.1493 -2.6324
C -0.1417 3.5492 -2.6218
C -0.4144 3.8907 -1.3103
C -0.5574 5.2586 -0.7383
N -0.5296 2.7435 -0.6116
N -0.3490 1.6932 -1.4118
B -0.9023 2.6091 0.8765
N -2.1567 1.7373 1.0278
N -2.2217 0.4609 0.6433
C -3.4344 0.0176 0.9259
C -3.8790 -1.3763 0.6385
C -4.1869 1.0434 1.5155
C -3.3331 2.1268 1.5633
C -3.6122 3.4883 2.1016
N 0.2563 2.0119 1.6965
N 0.6529 0.7432 1.5847
C 1.5973 0.5340 2.4873
C 2.2754 -0.7849 2.6535
C 1.8240 1.7116 3.2122
C 0.9444 2.6322 2.6767
C 0.7592 4.0530 3.0824
H 0.3048 1.8263 -4.6924
H -0.7297 0.5831 -3.9580
H 0.9928 0.6022 -3.6081
H 0.0136 4.2174 -3.4468
H -0.4338 5.9964 -1.5280
H 0.1893 5.4396 0.0333
H -1.5381 5.3908 -0.2853
H -1.1367 3.6904 1.2954
H -3.0677 -1.9683 0.2203
H -4.7085 -1.3712 -0.0701
H -4.2237 -1.8580 1.5542
H -5.2039 0.9983 1.8562
H -4.6358 3.5316 2.4682
H -3.4841 4.2453 1.3289
H -2.9358 3.7262 2.9218
H 1.8920 -1.5039 1.9343
H 2.1109 -1.1758 3.6590
H 3.3492 -0.6776 2.4964
H 2.5246 1.8658 4.0099
H 1.4312 4.2821 3.9060
H -0.2646 4.2351 3.4038
H 0.9748 4.7276 2.2552
C 1.1908 -5.5742 0.7342
N 1.0376 -5.5570 -0.6905
C 2.0270 -5.7788 -1.6186
C 1.5426 -5.4438 -2.8328
N 0.2482 -5.0229 -2.6463
C -0.0577 -5.0565 -1.3222
S -1.5204 -4.7011 -0.6431
H 2.1153 -6.0860 0.9929
H 0.3341 -6.0768 1.1880
H 1.2360 -4.5474 1.1108
H 2.9901 -6.1492 -1.3332
H 2.0071 -5.4555 -3.7961
H -0.3341 -4.5638 -3.3261
F 1.4955 -2.0299 -2.4112
C 2.4092 -2.7653 -1.5783
F 2.5879 -1.8902 -0.4668
C 3.7275 -2.6848 -2.3220
F 3.6346 -3.2558 -3.5459
F 4.6802 -3.3933 -1.6697
F 4.2959 -1.4671 -2.5499
*
```

***

(4)
Formula: C4H11NO2
Source: OMol25
Level of theory: wB97M-V/def2-TZVPD

Values from the calculation:
HOMO-LUMO gap	0.3867	Eh
HOMO energy	-9.7467	eV
structure (SMILES)	C[C@H](O)[C@@H](N)CO

The geometry in ORCA input format:
```
! wB97M-V def2-TZVPD RIJCOSX def2/J DEFGRID3
* xyz 0 1
C -0.5011 -1.4734 -0.0444
O -0.3474 -2.4489 -1.0804
C -0.0557 -0.0949 -0.5468
C -0.5209 1.0611 0.4353
C 0.0396 2.4030 0.0015
O -0.3170 0.6700 1.7896
N 1.4185 -0.2140 -0.5027
H 0.1194 -1.5885 0.8562
H -1.5539 -1.6311 0.2497
H -0.4159 0.2252 -1.5231
H -1.5905 0.9598 0.2088
H 0.0262 3.0915 0.8582
H -0.5054 2.9589 -0.7712
H 1.0623 2.3982 -0.3622
H 0.6107 0.4462 1.8586
H 1.8182 0.6353 -0.0932
H 1.7676 0.0067 -1.4433
H 0.6033 -2.5157 -1.2337
*
```

***

(5)
Formula: C21H52IN4O4
Source: OMol25
Level of theory: wB97M-V/def2-TZVPD

Values from the calculation:
HOMO-LUMO gap	0.2196	Eh
HOMO energy	-3.1409	eV

The geometry in ORCA input format:
```
! wB97M-V def2-TZVPD RIJCOSX def2/J DEFGRID3
* xyz -1 1
I 0.8510 -0.0431 0.5481
C -3.8965 -0.5650 2.5811
C -3.2628 -0.4457 1.2525
C -4.2939 -0.5117 0.1279
C -5.0796 0.7295 -0.1622
C -4.1968 1.9402 -0.2904
C -3.0839 2.1470 0.8477
N -2.5031 0.8069 1.0604
O -1.3311 0.8788 1.8343
C -2.1000 3.0945 0.2465
C -3.8159 2.7723 2.0628
C -2.2935 -1.6081 1.0478
H -4.7424 0.0953 2.7722
H -3.1460 -0.2282 3.2963
H -4.1792 -1.5719 2.8882
H -3.8138 -0.7498 -0.8213
H -4.9254 -1.3746 0.3395
H -5.7871 0.8584 0.6570
H -5.6922 0.6153 -1.0565
H -4.8747 2.7779 -0.4540
H -3.6448 1.7531 -1.2115
H -2.5394 4.0889 0.3244
H -1.1938 3.1759 0.8469
H -1.8000 2.9648 -0.7933
H -4.5024 2.0421 2.4913
H -3.0817 3.0988 2.7993
H -4.3976 3.6605 1.8158
H -1.6615 -1.6950 0.1640
H -2.9448 -2.4797 1.1123
H -1.6815 -1.5639 1.9488
H -0.6653 0.5675 1.2167
C -2.1249 0.3444 -1.4811
C -1.1955 -0.6500 -2.1412
C -1.4308 -0.8165 -3.6283
O -0.4238 -1.6685 -4.2641
C -0.5776 -2.0049 -5.5982
N 0.1358 -0.1634 -1.8523
H -3.1709 0.0385 -1.5028
H -2.1728 1.3178 -1.9692
H -1.8700 0.5296 -0.4376
H -1.3413 -1.6307 -1.6884
H -1.4218 0.2008 -4.0196
H -2.4364 -1.2264 -3.7227
H -0.7133 -1.1148 -6.2125
H -1.4267 -2.6874 -5.6328
H 0.3341 -2.5011 -5.9311
H 0.0961 0.8378 -1.9794
H 0.2238 -0.3179 -0.8580
C 3.2868 0.4099 2.2750
C 3.3092 -1.0441 2.7575
C 2.7815 -1.2625 4.1808
O 3.7764 -0.9831 5.0929
C 3.3113 -0.9945 6.4325
N 2.5226 -1.7857 1.8308
H 3.7785 0.5271 1.3093
H 3.7438 1.1118 2.9725
H 2.2803 0.8270 2.2400
H 4.3383 -1.3977 2.6930
H 2.4859 -2.3006 4.3325
H 1.8878 -0.6731 4.3857
H 4.2406 -0.8274 6.9772
H 2.9850 -1.9801 6.7645
H 2.6206 -0.1918 6.6909
H 3.0095 -1.7858 0.9459
H 1.6884 -1.2793 1.5705
C 4.4434 0.5023 -0.3402
C 3.5070 0.2589 -1.5629
C 4.3331 -0.0899 -2.7917
O 3.5019 -0.3575 -3.9080
C 4.3044 -0.1771 -5.1505
N 2.4989 -0.7083 -1.2559
H 5.0950 1.3750 -0.2957
H 5.1023 -0.3616 -0.2524
H 3.7847 0.4911 0.5282
H 3.0601 1.2396 -1.7255
H 4.8653 -1.0185 -2.5853
H 5.0252 0.7355 -2.9583
H 5.0109 -0.9759 -5.3762
H 4.7926 0.7971 -5.1270
H 3.5873 -0.1011 -5.9678
H 1.9349 -0.2493 -0.5550
H 2.9023 -1.4487 -0.6998
*
```

***

(6)
Formula: C2H6NO2P
Source: OMol25
Level of theory: wB97M-V/def2-TZVPD

Values from the calculation:
HOMO-LUMO gap	0.3699	Eh
HOMO energy	-9.5225	eV
structure (SMILES)	CC(=O)N=[PH2]O

The geometry in ORCA input format:
```
! wB97M-V def2-TZVPD RIJCOSX def2/J DEFGRID3
* xyz 0 1
C 1.1747 0.1238 -0.5745
C 1.0357 1.0412 0.6893
N 0.0577 -0.6299 -0.9766
O 2.1953 0.0301 -1.2194
O -2.2316 -1.3674 -0.9538
P -1.1473 -0.6994 0.0173
H 1.9342 0.9145 1.3261
H 0.2771 0.8268 1.3831
H 1.0776 2.1239 0.5838
H -1.8099 -1.3656 -1.7919
H -1.7338 0.4311 0.4959
H -0.8296 -1.4290 1.0205
*
```

***

(7)
Formula: C5H12O2
Source: OMol25
Level of theory: wB97M-V/def2-TZVPD

Values from the calculation:
HOMO-LUMO gap	0.3228	Eh
HOMO energy	-8.1281	eV
structure (SMILES)	C/C=C(/O)CCO.[H][H]

The geometry in ORCA input format:
```
! wB97M-V def2-TZVPD RIJCOSX def2/J DEFGRID3
* xyz 0 1
C -1.1193 1.7339 2.0787
C -0.0492 0.6843 1.9978
C 0.2829 -0.0697 0.9458
O 1.2597 -1.0151 1.0950
C -0.3530 -0.0177 -0.4222
C 0.6536 0.0960 -1.5616
O 1.3888 -1.1294 -1.6262
H -1.8917 1.4537 2.8064
H -0.7070 2.6948 2.4112
H -1.6254 1.9080 1.1240
H -1.0531 -2.9482 -2.4867
H 0.5094 0.4885 2.9119
H -1.0437 0.8266 -0.4890
H 1.4975 -1.3515 0.2145
H -0.9426 -0.9299 -0.5869
H -0.4115 -2.6170 -2.3029
H 1.3325 0.9418 -1.3855
H 0.1265 0.2635 -2.5109
H 2.1456 -1.0127 -2.2134
*
```

***

(8)
Formula: C27H16BiCl5N3S3
Source: OMol25
Level of theory: wB97M-V/def2-TZVPD

Values from the calculation:
HOMO-LUMO gap	0.2398	Eh
HOMO energy	-4.6792	eV

The geometry in ORCA input format:
```
! wB97M-V def2-TZVPD RIJCOSX def2/J DEFGRID3
* xyz -1 1
Bi 0.3687 0.2623 -0.4227
Cl 2.0636 0.8716 2.3909
C 0.8831 2.1139 2.1957
C -0.0689 2.0027 1.1930
C -0.9937 3.0297 1.1028
Cl -2.2393 2.9513 -0.0796
C -0.9683 4.1416 1.9447
Cl -2.1296 5.4023 1.7771
C 0.0097 4.2258 2.9294
Cl 0.0889 5.6024 3.9521
C 0.9351 3.1962 3.0683
Cl 2.1303 3.2769 4.3014
C -1.7072 -3.7928 4.5894
C -2.7680 -2.7097 4.8293
C -2.1349 -1.5168 5.5594
C -3.8485 -3.3091 5.7359
C -3.3172 -2.2476 3.4865
C -4.6715 -2.3706 3.1600
C -5.1706 -1.9492 1.9446
C -4.2954 -1.4076 1.0269
S -4.6345 -0.7985 -0.5563
C -2.9059 -0.4078 -0.7172
N -2.1949 -0.7129 0.3096
C -2.9216 -1.2700 1.3200
C -2.4490 -1.6860 2.5599
C -2.4587 0.2737 -1.9049
C -3.3393 0.4248 -2.9818
C -2.9764 1.1667 -4.0850
C -1.7431 1.7998 -4.1022
C -0.8636 1.6394 -3.0441
C -1.1892 0.8635 -1.9461
H -1.3012 -4.1338 5.5397
H -0.8887 -3.4145 3.9852
H -2.1478 -4.6454 4.0757
H -1.7586 -1.8318 6.5311
H -2.8718 -0.7305 5.7112
H -1.3066 -1.1034 4.9920
H -3.4016 -3.6087 6.6822
H -4.2936 -4.1935 5.2837
H -4.6320 -2.5863 5.9529
H -5.3701 -2.7924 3.8626
H -6.2201 -2.0353 1.7116
H -1.4032 -1.5429 2.7785
H -4.3093 -0.0539 -2.9401
H -3.6616 1.2766 -4.9145
H -1.4589 2.4078 -4.9482
H 0.0907 2.1416 -3.0809
S 1.5501 -0.7591 -2.7396
C 2.5392 0.5768 -3.2066
C 3.2355 0.3819 -4.4136
N 3.7905 0.1702 -5.3987
C 2.6935 1.7619 -2.5370
S 1.9554 2.2079 -1.0004
C 3.4971 2.7687 -3.0855
N 4.1302 3.6192 -3.5344
*
```

***

Which value of HOMO energy does entry 6 give? -9.5225 eV

***

Repeat the fifth record exactly.
Formula: C21H52IN4O4
Source: OMol25
Level of theory: wB97M-V/def2-TZVPD

Values from the calculation:
HOMO-LUMO gap	0.2196	Eh
HOMO energy	-3.1409	eV

The geometry in ORCA input format:
```
! wB97M-V def2-TZVPD RIJCOSX def2/J DEFGRID3
* xyz -1 1
I 0.8510 -0.0431 0.5481
C -3.8965 -0.5650 2.5811
C -3.2628 -0.4457 1.2525
C -4.2939 -0.5117 0.1279
C -5.0796 0.7295 -0.1622
C -4.1968 1.9402 -0.2904
C -3.0839 2.1470 0.8477
N -2.5031 0.8069 1.0604
O -1.3311 0.8788 1.8343
C -2.1000 3.0945 0.2465
C -3.8159 2.7723 2.0628
C -2.2935 -1.6081 1.0478
H -4.7424 0.0953 2.7722
H -3.1460 -0.2282 3.2963
H -4.1792 -1.5719 2.8882
H -3.8138 -0.7498 -0.8213
H -4.9254 -1.3746 0.3395
H -5.7871 0.8584 0.6570
H -5.6922 0.6153 -1.0565
H -4.8747 2.7779 -0.4540
H -3.6448 1.7531 -1.2115
H -2.5394 4.0889 0.3244
H -1.1938 3.1759 0.8469
H -1.8000 2.9648 -0.7933
H -4.5024 2.0421 2.4913
H -3.0817 3.0988 2.7993
H -4.3976 3.6605 1.8158
H -1.6615 -1.6950 0.1640
H -2.9448 -2.4797 1.1123
H -1.6815 -1.5639 1.9488
H -0.6653 0.5675 1.2167
C -2.1249 0.3444 -1.4811
C -1.1955 -0.6500 -2.1412
C -1.4308 -0.8165 -3.6283
O -0.4238 -1.6685 -4.2641
C -0.5776 -2.0049 -5.5982
N 0.1358 -0.1634 -1.8523
H -3.1709 0.0385 -1.5028
H -2.1728 1.3178 -1.9692
H -1.8700 0.5296 -0.4376
H -1.3413 -1.6307 -1.6884
H -1.4218 0.2008 -4.0196
H -2.4364 -1.2264 -3.7227
H -0.7133 -1.1148 -6.2125
H -1.4267 -2.6874 -5.6328
H 0.3341 -2.5011 -5.9311
H 0.0961 0.8378 -1.9794
H 0.2238 -0.3179 -0.8580
C 3.2868 0.4099 2.2750
C 3.3092 -1.0441 2.7575
C 2.7815 -1.2625 4.1808
O 3.7764 -0.9831 5.0929
C 3.3113 -0.9945 6.4325
N 2.5226 -1.7857 1.8308
H 3.7785 0.5271 1.3093
H 3.7438 1.1118 2.9725
H 2.2803 0.8270 2.2400
H 4.3383 -1.3977 2.6930
H 2.4859 -2.3006 4.3325
H 1.8878 -0.6731 4.3857
H 4.2406 -0.8274 6.9772
H 2.9850 -1.9801 6.7645
H 2.6206 -0.1918 6.6909
H 3.0095 -1.7858 0.9459
H 1.6884 -1.2793 1.5705
C 4.4434 0.5023 -0.3402
C 3.5070 0.2589 -1.5629
C 4.3331 -0.0899 -2.7917
O 3.5019 -0.3575 -3.9080
C 4.3044 -0.1771 -5.1505
N 2.4989 -0.7083 -1.2559
H 5.0950 1.3750 -0.2957
H 5.1023 -0.3616 -0.2524
H 3.7847 0.4911 0.5282
H 3.0601 1.2396 -1.7255
H 4.8653 -1.0185 -2.5853
H 5.0252 0.7355 -2.9583
H 5.0109 -0.9759 -5.3762
H 4.7926 0.7971 -5.1270
H 3.5873 -0.1011 -5.9678
H 1.9349 -0.2493 -0.5550
H 2.9023 -1.4487 -0.6998
*
```

***

HOMO-LUMO gap of number 4 (C4H11NO2)? 0.3867 Eh